C9H11NO3 | ωB97M-V with the def2-TZVPD basis set

```
24
Properties=species:S:1:pos:R:3:forces:R:3:mulliken_charge:R:1
C 1.635326 -1.873337 1.925068 1.66 1.11 1.38 -0.625
C 1.081693 -0.458464 -0.026788 -1.89 -0.02 2.45 0.357
C 1.605925 0.827924 0.197622 1.61 -2.04 -1.24 -0.449
C 0.832377 1.869874 -0.307068 -1.17 2.64 -1.18 -0.419
C -0.458279 1.736584 -0.912970 -1.00 -1.14 4.11 0.229
C -1.101921 0.474362 -0.521478 -2.20 6.46 -3.69 -0.309
C -0.414221 -0.531455 -0.238705 7.51 -5.34 2.36 0.326
C -0.013753 -2.925853 -0.494491 -3.91 -1.45 -0.80 -0.513
C -1.349757 2.947514 -1.271604 1.74 -2.41 0.59 0.163
H 2.697343 -2.262363 2.544986 -2.89 0.13 -2.79 0.233
H 1.775236 -0.758689 2.441975 -1.79 -2.77 -1.37 0.263
H 0.653591 -2.687367 2.111555 2.72 2.82 -0.01 0.309
H 2.732739 0.967595 0.495612 -2.52 -0.22 -0.38 0.315
H 1.220114 2.908830 -0.180840 -0.22 -0.92 -0.50 0.314
H -2.032911 0.002554 -0.738532 -1.72 1.51 -0.50 0.508
H -1.344092 -3.607456 -0.740239 4.70 0.97 0.52 0.224
H 0.652518 -2.670969 -1.705440 -2.23 -0.68 4.23 0.253
H 0.929723 -3.369422 0.764256 -3.49 0.28 -4.16 0.237
H -3.024453 2.452621 0.180259 1.29 0.49 -1.49 0.256
H -3.194061 3.742182 -1.040438 0.58 -2.00 0.89 0.272
N -2.706323 2.832306 -0.745828 0.60 3.32 -1.71 -0.438
O 1.702890 -1.667529 0.399749 1.06 2.14 2.53 -0.469
O -1.086774 -1.688065 -0.109844 4.19 -3.01 -0.42 -0.486
O -0.792931 3.738623 -2.026817 -2.62 0.14 1.17 -0.552
```
Forces are in eV/Å.

As for the total charge: 0. The highest occupied orbital energy is -8.47 eV. As for the orbital gap: 0.3130 hartree. Its energy above the lowest of the compared OMol25 structures with the same formula, charge and spin is 292.72 kcal per mole.